# 1
The following is a DFT calculation (ωB97M-V with the def2-TZVPD basis set) of a structure of composition C22H22O12PdS4Se.

Last column: Mulliken charge in e.
Atoms and positions in Å:
Pd  -0.19261  -0.73547  0.18515  1.0606
O  -4.05361  -1.75258  -1.73946  -0.7115
S  -3.68383  -2.46819  -0.53471  1.3032
O  -4.26916  -3.79855  -0.43574  -0.7773
O  -2.27895  -2.41962  -0.17351  -0.5153
C  -4.54430  -1.54747  0.78118  -0.4811
C  -5.78349  -2.06708  1.14829  -0.6339
C  -6.58477  -1.44884  2.09260  -0.4982
C  -6.15478  -0.27890  2.69831  -0.6086
C  -4.92440  0.25146  2.35059  -0.4948
C  -4.11310  -0.37062  1.40277  0.0501
S  -2.54549  0.45559  1.11656  1.9791
O  -1.48490  -0.31720  1.81748  -0.7710
O  -2.72681  1.77595  1.69950  -0.6767
O  -2.24749  0.45574  -0.31052  -0.8003
H  -6.09118  -2.98480  0.66616  0.4766
H  -7.54344  -1.88272  2.35422  0.3433
H  -6.76701  0.22037  3.44024  0.3547
H  -4.56830  1.16239  2.80830  0.4332
O  0.46866  1.77907  1.38282  0.2924
S  0.09909  2.13947  2.77250  0.3582
C  -0.61984  3.80900  2.75770  -0.8654
C  0.06119  4.82776  1.84540  0.3543
C  -0.83009  5.26361  0.68130  -1.3593
C  -1.03668  4.23219  -0.41982  0.3989
S  0.10663  4.41292  -1.82262  0.1847
O  -0.00895  3.16484  -2.61302  -0.6056
C  1.66492  4.34025  -0.93791  0.0152
C  2.30165  3.11799  -0.82212  -0.2915
C  3.53264  3.05644  -0.17923  -0.5903
C  4.11109  4.20886  0.33109  -0.4039
C  3.47564  5.43646  0.18680  -0.5060
C  2.25416  5.50637  -0.46226  -0.1986
C  1.68922  2.54560  3.52954  0.6712
C  1.81167  3.20916  4.74492  -0.5220
C  3.07112  3.42707  5.28212  -0.6280
C  4.20108  2.96747  4.61475  -0.4921
C  4.06766  2.28438  3.41512  -0.6976
C  2.80984  2.06630  2.86688  -0.7948
H  -0.61782  4.13275  3.79988  0.3538
H  -1.65142  3.60692  2.46329  0.5423
H  1.01271  4.43800  1.48185  -0.4825
H  0.29729  5.71459  2.43972  0.3999
H  -0.43995  6.19052  0.24543  0.4834
H  -1.80712  5.53305  1.09472  0.5253
H  -2.00664  4.36119  -0.90357  0.5204
H  -0.97280  3.19144  -0.08528  -0.4903
H  1.83245  2.22598  -1.21883  0.5009
H  4.01212  2.09102  -0.08273  0.5132
H  5.06550  4.15422  0.84086  0.4088
H  3.93424  6.33832  0.57443  0.3727
H  1.76252  6.46252  -0.60079  0.3731
H  0.93217  3.55485  5.27566  0.3090
H  3.17199  3.95310  6.22407  0.3587
H  5.18401  3.13597  5.03818  0.3651
H  4.94220  1.91057  2.89755  0.4981
H  2.67775  1.52225  1.93800  0.6791
O  3.60181  -1.01698  -0.40538  -0.7265
Se  2.28926  -1.89322  -0.07168  1.4208
O  1.03982  -1.60805  -1.17715  -0.7795
O  1.44710  -1.20307  1.23906  -0.8153
O  2.60650  -3.45010  0.15661  -0.6825

Output
Relative energy (zero: lowest compared OMol25 entry of this formula, charge and spin) (kcal per mole): 18.7
E_tot (eV): -159905.9514
Net charge: -2
HOMO-LUMO gap (eV): 7.2
2S+1: 1
Strongest force on any atom (hartree/bohr): 0.0189

# 2
The following is a DFT calculation (ωB97M-V with the def2-TZVPD basis set) of a cluster of 5 separate species, C35H65IN4O8 in total in a non-equilibrium geometry.

Last column: Mulliken charge in e.
Atoms and positions in Å:
C  3.34542  3.54649  6.16778  -1.2492
C  3.45198  2.06624  5.64945  0.8616
C  4.68583  1.26377  5.76901  -0.9971
C  4.69584  -0.09027  5.22786  0.0722
C  3.52202  -0.71553  4.55515  0.0783
C  3.50182  -2.15376  3.92567  0.4897
C  4.14325  -3.26276  4.84467  -1.3817
C  4.38466  -2.06168  2.59245  -0.8138
C  2.30752  0.09175  4.44772  0.0644
O  1.15645  -0.41220  3.80109  -0.3862
C  0.75649  0.52506  2.76706  -0.6595
C  -0.17032  -0.13852  1.66680  0.7008
C  0.58350  -0.17862  0.25912  -1.3604
C  0.94795  -1.64729  -0.21724  -0.0846
C  2.50829  -1.77319  -0.54024  -0.6871
I  -0.06043  -2.05959  -2.13752  0.0143
O  -1.38031  0.61820  1.43362  -0.3821
C  -2.25636  0.53970  2.47905  0.4290
O  -2.14955  -0.16146  3.44688  -0.4240
O  -3.34967  1.40565  2.38552  -0.4254
C  -4.42278  0.74626  1.63393  -0.8156
C  -5.61309  0.52109  2.63203  0.7603
C  -6.01159  1.88384  3.34404  -1.3023
C  -5.34852  -0.56687  3.74419  -1.4863
C  -4.80282  -1.95157  3.21586  0.7115
C  -4.01312  -2.66810  4.41164  -1.4121
C  -6.04783  -2.85560  2.78651  -1.3453
C  2.29251  1.46528  4.99156  -0.4501
H  3.83105  3.57534  7.17802  0.3511
H  2.25163  3.79038  6.24793  0.3192
H  3.83540  4.28303  5.48478  0.2714
H  5.56438  1.74920  6.25004  0.3215
H  5.63938  -0.67701  5.31022  0.2654
H  2.46948  -2.49112  3.65487  0.3193
H  5.08275  -2.94958  5.36411  0.2345
H  4.40660  -4.13605  4.17622  0.3887
H  3.38658  -3.67917  5.57102  0.3625
H  3.91785  -1.22709  1.99256  0.1726
H  5.39684  -1.70481  2.91709  0.0005
H  4.39936  -3.01784  2.01525  0.4574
H  1.67897  0.99625  2.32869  0.5473
H  0.15757  1.32846  3.28970  -0.0163
H  -0.43249  -1.17597  1.99242  0.2259
H  1.52373  0.42421  0.27742  0.3290
H  -0.09696  0.26324  -0.52150  0.6489
H  0.67073  -2.41685  0.54396  0.5122
H  2.96728  -2.26966  0.35137  -0.2635
H  2.97556  -0.78145  -0.74811  0.3436
H  2.69165  -2.44907  -1.41333  0.3850
H  -4.04539  -0.18173  1.13670  0.2776
H  -4.78631  1.42882  0.81319  0.3913
H  -6.51098  0.20260  2.02610  0.4449
H  -5.35542  2.75194  3.08281  0.2952
H  -7.05369  2.16277  3.02335  0.3065
H  -5.92822  1.73199  4.45042  0.3274
H  -6.34467  -0.77638  4.23334  0.4393
H  -4.68419  -0.18518  4.57015  0.4325
H  -4.06446  -1.87355  2.37886  0.2635
H  -4.65026  -3.38773  4.98354  0.3603
H  -3.50668  -1.90455  5.05858  0.3096
H  -3.19313  -3.27082  3.91937  0.3005
H  -5.66942  -3.72368  2.18101  0.3736
H  -6.72966  -2.20273  2.17346  0.2947
H  -6.53823  -3.22145  3.72294  0.3308
H  1.34482  2.04078  4.86472  0.2294
C  -4.64428  -0.35315  -6.19485  -1.1435
C  -3.65462  -1.14147  -5.37654  0.6588
O  -3.62034  -2.36354  -5.39551  -0.6809
N  -2.78200  -0.44288  -4.60042  0.0106
C  -2.67518  0.99425  -4.45336  -0.6934
H  -5.27376  -1.03678  -6.76213  0.3597
H  -5.28313  0.24162  -5.53800  0.3327
H  -4.11968  0.29465  -6.89591  0.3286
H  -2.14682  -1.02764  -4.07785  0.0201
H  -1.67013  1.30019  -4.75135  0.2327
H  -2.82814  1.24794  -3.40211  0.2497
H  -3.40536  1.52187  -5.06033  0.2550
C  8.48158  0.67990  4.03597  -1.3238
C  8.45487  -0.57076  3.20993  0.8008
O  8.00176  -1.61122  3.65737  -0.6514
N  8.94869  -0.51501  1.94463  -0.1750
C  9.51856  0.62824  1.25986  -0.8307
H  8.05096  0.47149  5.01357  0.2676
H  9.51067  1.01701  4.17570  0.4547
H  7.88900  1.46064  3.55488  0.3451
H  8.89600  -1.39386  1.45156  0.2378
H  8.93052  0.82276  0.36099  0.2779
H  10.54259  0.38450  0.97050  0.2855
H  9.52413  1.51676  1.88406  0.3170
C  2.88645  -1.35149  -4.84704  -1.2696
C  3.35378  -0.14088  -4.07950  0.8188
O  3.73018  -0.21034  -2.91889  -0.6373
N  3.34582  1.05579  -4.72608  -0.1626
C  2.93698  1.32959  -6.08988  -0.8503
H  2.94454  -2.23422  -4.21325  0.2066
H  1.84886  -1.21885  -5.15896  0.3421
H  3.52600  -1.50929  -5.71789  0.4173
H  3.66982  1.82391  -4.15780  0.2355
H  3.78355  1.76333  -6.62555  0.2945
H  2.11979  2.05306  -6.06870  0.2778
H  2.60809  0.43240  -6.60529  0.3287
C  -6.61976  3.02353  -7.69728  -1.3633
C  -5.86852  2.09731  -8.61991  0.8162
O  -4.70978  1.76980  -8.40797  -0.6702
N  -6.52446  1.62685  -9.71315  -0.1663
C  -7.88728  1.90341  -10.12318  -0.8195
H  -5.97295  3.31675  -6.87245  0.2635
H  -6.92426  3.92339  -8.23490  0.4394
H  -7.49513  2.51622  -7.28723  0.3727
H  -5.96488  1.01334  -10.28663  0.2361
H  -8.43260  0.95927  -10.17412  0.2831
H  -7.86565  2.35685  -11.11583  0.2819
H  -8.39307  2.57291  -9.43412  0.3165

Output
E_tot (eV): -67789.1000
HOMO-LUMO gap (eV): 8.8
SMILES: Cc1ccc(C(C)C)c(OC[C@H](C[C@H](C)I)OC(=O)OC[C@H](C)CC(C)C)c1.CNC(C)=O.CNC(C)=O.CNC(C)=O.CNC(C)=O
2S+1: 1
Strongest force on any atom (hartree/bohr): 0.0548

# 3
The following is a DFT calculation (ωB97M-V with the def2-TZVPD basis set) of the ion C6H10N with charge +1 in a non-equilibrium geometry.

Last column: Mulliken charge in e.
Atoms and positions in Å:
C  2.19240  -1.00285  1.00906  -0.3649
C  1.47630  0.14337  1.15612  -0.4518
C  -0.18193  -1.42079  0.47794  -0.3992
C  1.20640  -1.45081  -0.14994  -0.1671
C  -1.38276  1.20849  -0.35516  -1.1507
C  -0.29260  0.62234  -0.94294  -0.2620
N  0.46237  -0.21999  0.05660  0.2603
H  2.94146  -1.58767  1.43192  0.4613
H  1.56799  1.05893  1.74061  0.4060
H  -1.08327  -1.79966  0.10245  0.3759
H  -0.22493  -1.49244  1.61765  0.2241
H  1.38741  -1.94084  -1.06619  0.4179
H  -2.10087  0.49247  0.05126  0.3819
H  -1.15363  1.97208  0.39328  0.3246
H  -1.96290  1.84481  -1.08807  0.3588
H  0.38980  1.42559  -1.42743  0.2932
H  -0.56479  -0.08918  -1.73440  0.2918

Output
Relative energy (zero: lowest compared OMol25 entry of this formula, charge and spin) (kcal per mole): 66.8
E_tot (eV): -7863.4511
Net charge: +1
HOMO-LUMO gap (eV): 11.4
SMILES: CC[N@+]12C=C[C@H]1C2
2S+1: 1
Strongest force on any atom (hartree/bohr): 0.1278

# 4
The following is a DFT calculation (ωB97M-V with the def2-TZVPD basis set) of a cluster of 2 separate species, C3H2NO3 in total in a non-equilibrium geometry.

Last column: Mulliken charge in e.
Atoms and positions in Å:
C  0.76449  0.70805  -0.47622  0.3007
C  -0.86628  -0.29825  1.15504  0.3941
C  0.13549  -0.41454  0.01609  0.3246
N  0.08369  -0.12119  -1.35485  -0.4319
O  -1.68886  0.59657  0.83340  -0.7038
O  1.33238  1.77063  -0.49798  -0.5782
O  -0.79624  -1.02689  2.14889  -0.6943
H  1.82246  -1.45397  0.01584  0.1186
H  -0.78714  0.23958  -1.84020  0.2701

Output
Relative energy (zero: lowest compared OMol25 entry of this formula, charge and spin) (kcal per mole): 37.5
⟨S²⟩: 2.01
E_tot (eV): -10771.2292
Net charge: -1
HOMO-LUMO gap (alpha / beta) (eV): 7.3 / 7.2
2S+1: 3
Strongest force on any atom (hartree/bohr): 0.0600